The following is a quantum chemistry calculation of an isolated molecule of C20H22N4OS in a non-equilibrium geometry, from the OMol25 dataset.

Each line ends with the natural charge from an NBO analysis.
Cartesian coordinates (Å):
C: 4.894 1.597 -2.593  -0.63
C: 4.416 0.619 -1.563  -0.01
C: 4.770 0.758 -0.227  -0.22
C: 4.341 -0.155 0.717  -0.19
C: 3.550 -1.236 0.345  -0.09
C: 3.054 -2.197 1.371  -0.51
S: 1.586 -1.504 2.236  0.24
C: 0.389 -1.831 1.025  0.18
N: 0.511 -2.638 0.005  -0.33
N: -0.637 -2.595 -0.681  -0.26
C: -1.458 -1.782 -0.073  0.30
C: -2.805 -1.473 -0.524  -0.02
C: -3.026 -1.168 -1.865  -0.22
C: -4.312 -0.854 -2.266  0.04
N: -5.350 -0.833 -1.446  -0.42
C: -5.145 -1.155 -0.181  0.03
C: -3.903 -1.487 0.334  -0.25
N: -0.857 -1.269 1.052  -0.37
C: -1.280 -0.179 1.884  -0.24
C: -0.976 1.164 1.189  0.09
C: -1.447 2.360 2.041  -0.43
C: -2.345 3.151 1.085  -0.43
C: -2.785 2.067 0.102  -0.07
O: -1.653 1.239 -0.054  -0.53
C: 3.190 -1.378 -0.990  -0.13
C: 3.620 -0.460 -1.929  -0.23
H: 5.159 2.547 -2.136  0.21
H: 4.130 1.767 -3.348  0.22
H: 5.779 1.204 -3.095  0.22
H: 5.387 1.592 0.078  0.21
H: 4.616 -0.028 1.755  0.20
H: 2.726 -3.138 0.934  0.26
H: 3.782 -2.366 2.165  0.23
H: -2.200 -1.169 -2.557  0.24
H: -4.529 -0.600 -3.296  0.19
H: -6.024 -1.146 0.451  0.19
H: -3.803 -1.775 1.371  0.22
H: -2.353 -0.257 2.065  0.22
H: -0.741 -0.236 2.833  0.23
H: 0.097 1.204 0.966  0.20
H: -0.607 2.947 2.403  0.23
H: -2.017 2.005 2.900  0.20
H: -3.184 3.626 1.586  0.22
H: -1.766 3.910 0.559  0.21
H: -3.054 2.444 -0.885  0.20
H: -3.633 1.492 0.504  0.16
H: 2.559 -2.204 -1.283  0.23
H: 3.332 -0.582 -2.963  0.21

Calculated values
E_HOMO: -8.274 eV
relative energy (zero: lowest compared OMol25 entry of this formula, charge and spin): 0.0 kcal/mol
SMILES: Cc1ccc(CSc2nnc(-c3ccncc3)n2C[C@@H]2CCCO2)cc1
E_tot: -39940.109 eV

The following is a quantum chemistry calculation of a 3-piece molecular cluster, H6O3 overall in a non-equilibrium geometry, from the OMol25 dataset.

Each line ends with the natural charge from an NBO analysis.
Cartesian coordinates (Å):
O: -0.585 0.055 -0.250  -0.83
H: -0.951 0.265 -1.109  0.51
H: 0.359 0.176 -0.356  0.52
O: 1.639 1.259 -0.944  -0.93
H: 1.162 2.073 -1.104  0.49
H: 2.038 1.381 -0.082  0.49
O: -1.553 -1.939 1.311  -0.28
H: -1.394 -1.146 0.800  0.51
H: -0.715 -2.124 1.735  0.50

Calculated values
E_HOMO (spin up / spin down): -16.713 / -16.442 eV
charge: +1
relative energy (zero: lowest compared OMol25 entry of this formula, charge and spin): 6.3 kcal/mol
E_tot: -6228.717 eV
multiplicity: 2

The following is a quantum chemistry calculation of a 2-piece molecular cluster, FHNO3P overall in a non-equilibrium geometry, from the OMol25 dataset.

Each line ends with the natural charge from an NBO analysis.
Cartesian coordinates (Å):
N: -0.706 -0.913 0.646  -0.43
O: -2.020 0.203 -1.590  -1.25
O: -1.681 1.387 0.673  -1.25
O: -3.370 -0.519 0.542  -1.25
F: -0.324 -1.981 -0.075  -0.33
P: -2.131 0.157 -0.059  2.41
H: 0.502 0.110 0.243  0.10

Calculated values
E_HOMO: 0.812 eV
charge: -2
relative energy (zero: lowest compared OMol25 entry of this formula, charge and spin): 55.4 kcal/mol
E_tot: -19651.941 eV